No. 1
C12H38BrNO7P | the ωB97M-V functional and the def2-TZVPD basis

* orbital gap: 6.95 eV
* net charge: -1

Each line ends with the Mulliken charge.
Element x y z (Å)
N  4.4804  -0.8725  0.7101  -0.508
C  3.7507  0.2966  0.1932  -0.572
O  2.5594  -0.1006  -0.3720  -0.436
P  1.1263  0.3529  0.6375  0.212
O  2.1592  1.7935  1.0751  -0.366
C  3.4014  1.3563  1.2892  -0.050
Br  4.7154  2.8625  1.2009  -0.332
H  5.0678  -0.6408  1.5108  0.193
H  3.7698  -1.5073  1.0699  0.398
H  4.3758  0.7617  -0.5778  0.427
H  0.4199  -0.8223  0.2230  -0.035
H  1.7638  -0.3928  1.7252  -0.048
H  0.0973  0.7502  1.5472  0.057
H  0.5933  1.1107  -0.4574  -0.339
H  3.5859  0.9586  2.2930  0.389
C  -3.6202  2.2761  -0.0363  -0.471
C  -2.7861  1.1914  -0.6856  -0.232
O  -2.6198  0.0623  0.1575  -0.505
H  -3.1599  2.5941  0.8990  0.220
H  -3.7085  3.1509  -0.6825  0.292
H  -4.6262  1.9071  0.1775  -0.107
H  -1.7740  1.5522  -0.8719  0.315
H  -3.2200  0.8922  -1.6475  0.215
H  -3.4831  -0.3425  0.3009  0.264
C  1.9794  -3.1617  -1.8220  -0.451
C  2.3492  -2.9579  -3.2747  -0.297
O  1.7735  -1.7673  -3.7979  -0.554
H  0.8957  -3.1916  -1.6986  0.297
H  2.4060  -4.0851  -1.4221  0.192
H  2.3466  -2.3170  -1.2327  -0.061
H  1.9808  -3.7643  -3.9120  0.334
H  3.4420  -2.9290  -3.3759  0.177
H  2.0087  -1.0448  -3.1996  0.337
C  -7.8032  -0.9748  0.8261  -1.070
C  -7.2805  0.3481  0.2993  -0.176
O  -6.3552  0.1860  -0.7666  -0.479
H  -6.9771  -1.6040  1.1583  0.295
H  -8.4813  -0.8165  1.6662  0.320
H  -8.3511  -1.5132  0.0487  0.311
H  -6.7288  0.8778  1.0762  0.274
H  -8.1130  0.9906  -0.0094  0.263
H  -6.7973  -0.2634  -1.4955  0.267
C  -0.6610  5.1465  1.8212  -0.921
C  -1.6508  5.8172  0.8895  -0.298
O  -2.9955  5.4180  1.1385  -0.483
H  -0.7296  4.0618  1.7392  0.221
H  0.3611  5.4408  1.5802  0.326
H  -0.8565  5.4276  2.8600  0.335
H  -1.4565  5.5237  -0.1422  0.267
H  -1.5594  6.9085  0.9475  0.296
H  -3.2245  5.6521  2.0445  0.272
C  5.6700  -4.9331  -0.9110  -1.070
C  4.8573  -4.5869  0.3246  0.095
O  5.4167  -3.5226  1.0672  -0.551
H  6.6929  -5.1919  -0.6324  0.307
H  5.2277  -5.7761  -1.4464  0.347
H  5.7066  -4.0811  -1.5931  0.276
H  4.8216  -5.4386  1.0070  0.313
H  3.8255  -4.3528  0.0352  -0.054
H  5.3914  -2.7158  0.5234  0.363

Atoms 1-2, force components in eV/Å:
N -0.05 -0.33 0.21
C 0.19 0.14 -0.31



No. 2
C12H3BrCl5NO3Pd | the ωB97M-V functional and the def2-TZVPD basis

* orbital gap: 4.31 eV
* net charge: -2

Each line ends with the Mulliken charge.
Element x y z (Å)
Pd  0.1459  1.3639  0.3865  -0.075
Br  -2.0603  2.3813  2.7839  -0.185
C  -0.7884  0.9793  3.1400  0.138
C  -1.0982  0.0547  4.1147  -0.347
C  -0.1155  -0.8706  4.4452  -0.316
C  1.1056  -0.8023  3.7901  -0.284
C  1.3135  0.1406  2.8004  0.365
N  0.3602  1.0487  2.4649  -0.465
C  2.6627  0.2016  2.0426  0.343
O  3.6321  -0.2976  2.6592  -0.766
O  2.6122  0.7120  0.9105  -0.576
H  -2.0630  0.0628  4.6000  0.353
H  -0.2971  -1.6075  5.2187  0.357
H  1.9170  -1.4754  4.0296  0.403
Cl  0.0339  0.0342  -6.6553  -0.258
C  -0.3251  -0.0765  -4.9620  0.369
C  -0.0938  1.0075  -4.1076  -0.158
Cl  0.5398  2.4787  -4.7748  -0.228
C  -0.3652  0.9340  -2.7571  0.602
Cl  -0.0718  2.2887  -1.7260  -0.223
C  -0.9069  -0.2568  -2.1344  -0.242
O  -1.1692  -0.3505  -0.9207  -0.746
C  -1.1372  -1.3300  -3.0662  0.472
Cl  -1.8173  -2.7792  -2.4056  -0.229
C  -0.8533  -1.2455  -4.4167  -0.073
Cl  -1.1604  -2.5962  -5.4603  -0.233

Atoms 1-2, force components in eV/Å:
Pd 0.17 0.18 0.71
Br -0.02 -0.11 0.15



No. 3
C12H40F6N12O8P | the ωB97M-V functional and the def2-TZVPD basis

* ΔE to the lowest compared entry with this formula, charge and spin: 0.0000 eV
* orbital gap: 9.41 eV
* net charge: -1

Each line ends with the Mulliken charge.
Element x y z (Å)
P  -13.3269  -10.6213  2.6523  1.820
F  -14.7740  -10.4286  2.0103  -0.487
F  -13.0698  -11.6304  1.3751  -0.390
F  -12.6976  -9.3822  1.8055  -0.366
F  -11.8179  -11.0686  3.1102  -0.574
F  -13.5168  -9.7701  3.9905  -0.114
F  -13.7663  -11.9374  3.5456  -0.309
C  -17.8239  -11.2272  3.9856  0.490
O  -18.6476  -10.3457  3.7610  -0.714
N  -16.8280  -11.4658  3.1083  -0.032
N  -17.7559  -12.0763  5.0531  -0.298
H  -16.7165  -10.8813  2.3107  0.082
H  -16.2241  -12.2453  3.2914  0.082
H  -17.0367  -12.7614  5.1584  0.172
H  -18.5708  -12.0492  5.6406  0.202
C  -13.9147  -14.6330  7.5689  0.624
O  -14.4409  -15.6208  8.0828  -0.664
N  -12.7750  -14.0951  8.0931  -0.393
N  -14.4682  -13.8668  6.5984  -0.242
H  -12.4005  -13.2199  7.7824  0.179
H  -12.2854  -14.7487  8.6806  0.209
H  -15.3283  -14.3082  6.3084  0.196
H  -13.7495  -13.4050  6.0684  0.077
C  -12.8766  -5.8007  3.1746  0.436
O  -12.7573  -4.6934  3.6849  -0.710
N  -12.9602  -6.9753  3.8778  -0.189
N  -13.0701  -6.0236  1.8364  -0.338
H  -12.9986  -7.8555  3.4000  0.182
H  -12.8582  -6.9286  4.8945  -0.009
H  -13.1397  -6.9861  1.5766  0.165
H  -12.9012  -5.2816  1.1827  0.228
C  -8.6374  -9.8437  1.4341  0.530
O  -7.4582  -9.6486  1.1425  -0.708
N  -9.0455  -11.0009  2.0203  -0.252
N  -9.6161  -8.9561  1.1560  -0.233
H  -10.0033  -11.1295  2.3071  0.243
H  -8.4410  -11.7678  2.2399  0.179
H  -10.5493  -9.0601  1.5078  0.115
H  -9.2202  -8.1863  0.6431  0.155
C  -16.2308  -13.1458  -0.5915  0.365
O  -16.7888  -14.2062  -0.8412  -0.692
N  -16.0496  -12.1471  -1.4975  -0.299
N  -15.6875  -12.7998  0.6176  0.113
H  -15.9666  -11.1959  -1.2146  0.155
H  -16.2991  -12.3941  -2.4420  0.219
H  -15.1942  -11.9330  0.7518  0.043
H  -15.5206  -13.5433  1.2925  0.163
C  -12.4024  -10.2385  -1.9063  0.445
O  -12.3266  -10.0386  -3.1260  -0.743
N  -13.5399  -10.1028  -1.1824  -0.283
N  -11.3337  -10.6438  -1.2124  -0.223
H  -14.4006  -9.9060  -1.6517  0.117
H  -13.5692  -10.2917  -0.1929  0.245
H  -10.5368  -10.7840  -1.8099  0.199
H  -11.3661  -10.8923  -0.2407  0.162
C  -12.5383  -14.9974  3.2549  -0.980
C  -13.7976  -15.4164  2.4693  0.704
C  -14.3359  -16.6733  3.0923  -1.523
O  -14.8184  -14.4275  2.7779  -0.728
H  -11.6782  -15.6651  3.1662  0.471
H  -12.6416  -14.8498  4.3294  0.051
H  -12.2081  -14.0455  2.8269  0.180
H  -13.6901  -15.5052  1.3890  0.229
H  -14.2383  -16.7033  4.1790  0.320
H  -13.8837  -17.5276  2.5847  0.385
H  -15.4222  -16.7724  3.0182  0.392
H  -14.3563  -13.5810  2.8652  0.109
C  -14.1664  -7.9336  7.0559  -1.108
C  -12.6885  -7.6590  7.3418  0.257
C  -11.7710  -8.6144  6.6403  -0.582
O  -12.4889  -6.3945  6.6318  -0.578
H  -14.3869  -8.1311  6.0073  0.268
H  -14.9518  -7.3583  7.5442  0.373
H  -14.3877  -8.9628  7.3877  0.380
H  -12.5488  -7.4538  8.4063  0.252
H  -11.9178  -8.6077  5.5668  -0.055
H  -11.8626  -9.6782  6.8723  0.223
H  -10.7372  -8.3422  6.8607  0.338
H  -13.2583  -5.8405  6.7901  0.291

Atoms 1-2, force components in eV/Å:
P 2.05 -2.88 0.35
F 0.22 1.28 0.80



| no. | LUMO (eV) |
| --- | --- |
| 1 | 2.270 |
| 2 | 4.388 |
| 3 | 1.976 |